Entry 1:
Below is C20H29Cl2F4N3OS3Sc as an isolated structure, with properties calculated with the ωB97M-V functional and the def2-TZVPD basis.

**Multiplicity**: 1
**Energy relative to the best compared isomer or geometry (same formula, charge and spin)**: 16.1 kcal/mol
**Strongest force on any atom**: 0.0142 Eh/bohr
**Charge**: +1
**Kohn-Sham gap**: 7.46 eV
**Molecular weight**: 615.53 g/mol
**Total energy**: -116846.3249 eV

```
63
Properties=species:S:1:pos:R:3:lowdin_charge:R:1
Sc 0.531 0.448 0.951 0.80
C 2.494 2.603 2.619 -0.08
C 1.395 2.169 3.574 -0.22
N 0.884 0.804 3.260 -0.24
C 1.714 -0.229 3.938 -0.27
C 1.556 -0.343 5.450 -0.05
C -0.549 0.683 3.645 -0.18
C -1.109 -0.664 3.226 -0.19
N -0.675 -0.918 1.851 -0.09
C -0.848 -2.160 1.276 -0.17
C -0.270 -2.360 0.024 -0.14
F 0.364 -1.237 -0.502 -0.07
C -0.233 -3.550 -0.657 -0.24
F 0.427 -3.629 -1.812 0.09
C -0.865 -4.651 -0.121 0.09
C -1.495 -4.488 1.097 -0.20
F -2.129 -5.519 1.649 0.12
C -1.496 -3.286 1.787 -0.13
F -2.144 -3.228 2.961 0.10
H 2.887 3.575 2.920 0.09
H 2.104 2.720 1.607 0.03
H 3.331 1.900 2.616 0.07
H 0.562 2.867 3.515 0.12
H 1.767 2.191 4.599 0.12
H 2.754 -0.001 3.703 0.09
H 1.483 -1.197 3.488 0.09
H 1.826 0.575 5.972 0.08
H 2.227 -1.128 5.801 0.09
H 0.545 -0.625 5.745 0.08
H -1.084 1.470 3.116 0.11
H -0.688 0.843 4.715 0.13
H -2.196 -0.628 3.307 0.14
H -0.761 -1.455 3.893 0.12
H -0.869 -5.604 -0.631 0.15
Cl 2.848 -0.987 1.087 0.71
C 3.415 -0.351 -0.479 -0.81
Cl 2.467 1.109 -0.837 0.65
H 3.224 -1.090 -1.247 0.06
H 4.462 -0.093 -0.396 0.05
C -0.446 -0.217 -5.689 -0.52
C -1.575 -1.137 -5.182 -0.51
S -1.505 -1.613 -3.423 0.85
C -2.556 -0.384 -2.607 -0.53
C -2.196 1.072 -2.864 -0.50
S -0.421 1.408 -2.633 0.80
C -0.229 2.875 -3.685 -0.51
C 0.188 2.528 -5.114 -0.54
S -0.980 1.495 -6.051 0.87
H -0.050 -0.611 -6.624 0.06
H 0.360 -0.176 -4.960 0.05
H -1.513 -2.095 -5.698 0.07
H -2.561 -0.720 -5.393 0.07
H -2.479 -0.633 -1.545 0.06
H -3.588 -0.552 -2.913 0.08
H -2.754 1.725 -2.192 0.08
H -2.434 1.331 -3.891 0.03
H 0.541 3.493 -3.218 0.07
H -1.164 3.434 -3.667 0.08
H 1.158 2.032 -5.126 0.07
H 0.276 3.448 -5.694 0.07
O -2.198 3.671 0.281 0.15
C -1.324 2.927 0.484 -0.45
N -0.409 2.165 0.695 -0.02
```

---

Entry 2:
Below is C20H29Cl2LaN5O8S as an isolated structure in a non-equilibrium geometry, with properties calculated with the ωB97M-V functional and the def2-TZVPD basis.

**Multiplicity**: 1
**Energy relative to the best compared isomer or geometry (same formula, charge and spin)**: 44.8 kcal/mol
**Strongest force on any atom**: 0.0371 Eh/bohr
**Charge**: -1
**Kohn-Sham gap**: 8.22 eV
**Molecular weight**: 709.36 g/mol
**Total energy**: -81789.2622 eV

```
66
Properties=species:S:1:pos:R:3:lowdin_charge:R:1
La 0.101 0.427 0.290 1.99
O 0.043 4.024 -2.359 0.01
C 0.155 2.827 -2.112 -0.73
O 0.709 2.304 -1.080 -0.29
C -0.444 1.824 -3.096 -0.13
N 0.025 0.448 -2.864 -0.17
C -0.796 -0.541 -3.559 -0.17
C -1.005 -1.853 -2.796 -0.19
N -1.310 -1.678 -1.378 -0.17
C -1.140 -2.945 -0.624 -0.15
C -0.619 -2.817 0.804 -0.17
N 0.684 -2.130 0.960 -0.21
C 1.801 -2.880 0.352 -0.15
C 2.126 -2.533 -1.099 -0.16
N 2.128 -1.097 -1.415 -0.16
C 2.141 -0.876 -2.867 -0.18
C 1.435 0.400 -3.267 -0.18
C 3.324 -0.439 -0.826 -0.10
C 3.225 -0.193 0.687 -0.66
O 4.001 -0.777 1.436 0.02
O 2.302 0.646 1.005 -0.23
C 0.955 -2.016 2.429 -0.09
C 0.141 -0.966 3.203 -0.64
O -0.137 -1.210 4.361 0.04
O -0.114 0.128 2.548 -0.30
C -2.713 -1.212 -1.263 -0.11
C -3.102 -0.711 0.119 -0.67
O -4.227 -0.923 0.537 0.05
O -2.152 -0.046 0.674 -0.33
H -0.222 2.174 -4.112 0.13
H -1.526 1.865 -2.961 0.11
H -0.362 -0.793 -4.538 0.12
H -1.769 -0.094 -3.765 0.11
H -0.120 -2.477 -2.884 0.08
H -1.820 -2.396 -3.300 0.13
H -0.473 -3.595 -1.191 0.10
H -2.101 -3.469 -0.559 0.13
H -0.527 -3.838 1.199 0.13
H -1.358 -2.310 1.422 0.09
H 1.602 -3.959 0.405 0.13
H 2.688 -2.691 0.948 0.10
H 1.419 -3.014 -1.769 0.08
H 3.113 -2.968 -1.313 0.13
H 1.677 -1.730 -3.362 0.10
H 3.173 -0.831 -3.240 0.13
H 1.522 0.527 -4.358 0.13
H 1.941 1.242 -2.798 0.11
H 3.434 0.545 -1.285 0.13
H 4.237 -1.021 -0.994 0.12
H 1.989 -1.700 2.575 0.12
H 0.804 -2.976 2.931 0.13
H -3.410 -1.998 -1.570 0.12
H -2.843 -0.355 -1.931 0.12
Cl -0.120 3.043 1.812 0.61
C -1.192 3.876 0.666 -0.88
Cl -2.224 2.728 -0.237 0.65
H -0.583 4.404 -0.058 0.02
H -1.847 4.514 1.241 0.03
S -4.641 -1.834 5.225 0.95
C -3.921 -0.428 4.575 -0.41
C -3.086 -0.760 3.564 -0.23
N -3.007 -2.123 3.288 0.01
C -3.780 -2.785 4.099 -0.50
H -4.139 0.553 4.968 0.06
H -2.505 -0.063 2.969 0.09
H -3.891 -3.863 4.083 0.06
```

---

Entry 3:
Below is a 11-piece molecular cluster, C20H29Cl30O2 overall in a non-equilibrium geometry, with properties calculated with the ωB97M-V functional and the def2-TZVPD basis.

**Multiplicity**: 1
**Strongest force on any atom**: 0.0328 Eh/bohr
**Charge**: -1
**Kohn-Sham gap**: 5.20 eV
**Molecular weight**: 1365.04 g/mol
**Total energy**: -400978.9284 eV

```
81
Properties=species:S:1:pos:R:3:lowdin_charge:R:1
C 2.613 -4.175 0.682 -0.10
C 2.621 -3.015 -0.328 -0.23
C 1.456 -2.002 -0.101 -0.22
C 1.136 -1.256 -1.417 -0.21
C -0.085 -1.778 -2.225 -0.19
C -0.403 -3.273 -2.094 -0.22
C 0.478 -4.256 -2.922 -0.19
C 1.048 -3.712 -4.248 -0.20
C 2.539 -3.302 -4.180 -0.15
C 3.505 -4.502 -4.068 -0.75
O 3.148 -5.572 -3.533 -0.07
O 4.656 -4.279 -4.539 -0.11
H 3.114 -3.886 1.611 0.01
H 3.166 -5.019 0.261 0.07
H 1.589 -4.497 0.891 0.07
H 3.551 -2.441 -0.266 0.11
H 2.517 -3.388 -1.346 0.07
H 0.588 -2.455 0.383 0.09
H 1.853 -1.247 0.593 0.07
H 0.898 -0.219 -1.135 0.09
H 2.046 -1.175 -2.014 0.01
H -0.960 -1.237 -1.837 0.07
H 0.030 -1.448 -3.259 0.10
H -0.408 -3.623 -1.058 0.09
H -1.432 -3.405 -2.452 0.05
H -0.171 -5.100 -3.191 0.10
H 1.274 -4.707 -2.329 0.08
H 0.432 -2.933 -4.708 0.09
H 1.029 -4.552 -4.953 0.10
H 2.739 -2.606 -3.362 0.04
H 2.776 -2.798 -5.122 0.10
C 4.238 1.579 -2.840 -1.52
Cl 3.985 -0.133 -3.149 0.62
Cl 2.692 2.415 -2.621 0.51
Cl 5.271 1.808 -1.427 0.47
H 4.736 2.012 -3.698 0.01
C 3.652 5.727 0.001 -1.55
Cl 5.047 5.478 -1.049 0.51
Cl 2.228 6.176 -0.943 0.51
Cl 3.329 4.286 0.967 0.51
H 3.878 6.542 0.676 0.01
C -4.887 -3.025 -1.543 -1.54
Cl -3.559 -2.164 -0.765 0.56
Cl -6.189 -1.912 -1.987 0.50
Cl -4.324 -3.911 -2.959 0.54
H -5.283 -3.739 -0.833 0.01
C 2.641 -2.455 4.555 -1.54
Cl 1.836 -4.022 4.685 0.52
Cl 4.248 -2.634 3.849 0.54
Cl 1.670 -1.333 3.606 0.52
H 2.754 -2.050 5.552 0.01
C -1.446 1.699 3.470 -1.55
Cl -0.086 1.334 2.412 0.53
Cl -2.867 2.163 2.532 0.51
Cl -1.815 0.326 4.516 0.53
H -1.170 2.537 4.097 0.01
C -3.121 5.842 1.915 -1.57
Cl -1.443 5.433 2.257 0.53
Cl -3.965 6.291 3.401 0.50
Cl -3.226 7.133 0.717 0.54
H -3.603 4.961 1.508 -0.05
C -6.956 2.106 3.017 -1.54
Cl -6.233 0.940 1.903 0.54
Cl -6.117 3.653 2.932 0.47
Cl -8.677 2.314 2.668 0.54
H -6.857 1.719 4.019 -0.06
C -7.140 3.183 -0.972 -1.56
Cl -5.794 4.065 -0.248 0.50
Cl -8.468 4.282 -1.357 0.53
Cl -6.607 2.307 -2.404 0.54
H -7.498 2.460 -0.250 -0.04
C 9.450 0.831 -1.707 -1.54
Cl 9.211 1.414 -0.054 0.51
Cl 7.905 0.530 -2.489 0.52
Cl 10.417 1.984 -2.636 0.51
H 9.995 -0.102 -1.658 0.01
C -5.819 3.932 7.028 -1.53
Cl -4.277 3.850 6.179 0.52
Cl -6.450 5.579 7.028 0.53
Cl -6.991 2.817 6.311 0.56
H -5.656 3.630 8.054 0.01
```

---

Entry 4:
Below is C20H29ClEuNP as an isolated structure in a non-equilibrium geometry, with properties calculated with the ωB97M-V functional and the def2-TZVPD basis.

**⟨S²⟩**: 15.761
**Multiplicity**: 8
**Strongest force on any atom**: 0.0302 Eh/bohr
**Charge**: 0
**Kohn-Sham gap (alpha / beta)**: 6.40 / 6.45 eV
**Molecular weight**: 501.85 g/mol
**Total energy**: -63837.7070 eV

```
53
Properties=species:S:1:pos:R:3:lowdin_charge:R:1
C -2.689 0.609 -3.947 -0.10
C -2.452 -0.622 -3.338 -0.06
C -1.707 -0.702 -2.135 -0.30
C -1.193 0.459 -1.572 -0.25
C -1.401 1.686 -2.195 -0.38
C -2.175 1.772 -3.373 -0.07
C -1.569 -2.053 -1.464 -0.15
C -0.160 -2.688 -1.369 -0.20
N 0.943 -1.758 -1.136 -0.30
Eu -0.568 0.467 0.925 1.28
C -0.837 2.948 -1.573 -0.34
P 0.775 2.571 -0.714 0.76
H -2.865 -1.545 -3.754 0.10
H -2.350 2.757 -3.814 0.10
H -3.272 0.659 -4.869 0.10
H -1.502 3.348 -0.783 0.08
H -0.653 3.746 -2.307 0.09
H -1.993 -2.032 -0.442 0.08
H -2.169 -2.775 -2.033 0.10
H -0.167 -3.413 -0.537 0.11
C 1.331 4.222 -0.177 -0.31
C 1.840 2.363 -2.183 -0.28
H 0.041 -3.242 -2.307 0.12
C 1.558 -1.254 -2.351 -0.10
C 1.921 -2.203 -0.149 -0.12
H 1.939 1.032 1.332 0.00
H 2.050 -2.071 -2.916 0.09
H 0.793 -0.788 -2.984 0.08
H 2.312 -0.497 -2.091 0.07
H 2.552 -3.034 -0.528 0.09
H 2.580 -1.359 0.113 0.07
H 1.405 -2.535 0.770 0.07
H 2.043 3.335 -2.650 0.05
H 2.786 1.913 -1.860 0.03
H 1.380 1.690 -2.915 0.04
H 1.416 4.914 -1.028 0.04
H 0.632 4.622 0.570 0.04
H 2.313 4.109 0.301 0.04
H 1.810 0.600 1.939 0.05
Cl -2.172 0.926 3.259 0.60
C -1.059 -0.159 4.102 -0.63
C -0.429 0.304 5.248 -0.14
C 0.534 -0.497 5.886 -0.12
C 0.878 -1.735 5.324 -0.11
C 0.294 -2.182 4.148 -0.07
C -0.729 -1.412 3.497 -0.42
C -1.299 -1.816 2.253 -0.25
H -0.674 1.294 5.630 0.10
H 1.006 -0.154 6.807 0.09
H 1.634 -2.352 5.820 0.10
H 0.603 -3.124 3.686 0.11
H -0.923 -2.736 1.808 0.02
H -2.359 -1.608 2.076 0.01
```